The following is a DFT calculation (wB97M-V/def2-TZVPD) of a structure of composition C28H31GeN3PdS3Si.

Summary:
- net charge = +2
- electronic energy (a.u.) = -4938.2591
- spin multiplicity = 1
- Kohn-Sham gap (eV) = 7.08
- HOMO (eV) = -14.24
- energy above the lowest of the compared OMol25 structures with the same formula, charge and spin (kcal/mol) = 9.0

Positions of all 68 atoms, in Å:
Pd (0.21, -0.53, 0.10)
C (-6.19, 0.89, -1.67)
Si (-5.05, 1.37, -0.28)
C (-5.93, 1.42, 1.35)
C (-4.18, 2.97, -0.62)
C (-3.81, -0.10, -0.11)
C (-4.36, -1.36, 0.18)
C (-3.57, -2.50, 0.32)
C (-2.20, -2.37, 0.25)
N (-1.66, -1.18, 0.01)
C (-2.43, -0.10, -0.22)
S (-1.34, 1.23, -0.71)
H (-7.04, 1.58, -1.71)
H (-6.59, -0.12, -1.54)
H (-5.67, 0.93, -2.63)
H (-6.66, 2.24, 1.35)
H (-5.24, 1.59, 2.18)
H (-6.49, 0.50, 1.56)
H (-4.92, 3.77, -0.61)
H (-3.70, 2.99, -1.60)
H (-3.43, 3.22, 0.14)
H (-5.43, -1.46, 0.27)
H (-4.02, -3.47, 0.52)
H (-1.53, -3.20, 0.42)
C (-1.74, -1.61, 3.26)
C (-0.30, -1.23, 3.30)
N (0.45, -0.88, 2.27)
C (1.73, -0.54, 2.66)
C (1.96, -0.66, 3.99)
S (0.55, -1.19, 4.77)
C (2.64, -0.05, 1.63)
C (3.95, 0.24, 1.76)
S (4.56, 0.82, 0.27)
C (3.04, 0.64, -0.47)
N (2.13, 0.18, 0.36)
C (2.84, 1.01, -1.89)
H (-2.27, -1.01, 2.52)
H (-2.20, -1.44, 4.23)
H (-1.86, -2.67, 3.02)
H (2.87, -0.44, 4.54)
H (4.57, 0.15, 2.63)
H (3.69, 1.59, -2.26)
H (1.94, 1.60, -2.01)
H (2.76, 0.11, -2.51)
Ge (-0.69, 0.18, -2.74)
C (0.46, -1.39, -2.86)
C (0.60, -2.48, -1.99)
C (1.52, -3.49, -2.26)
C (2.28, -3.44, -3.42)
C (2.13, -2.39, -4.31)
C (1.24, -1.36, -4.03)
C (-2.37, -0.14, -3.63)
C (-2.90, -1.43, -3.68)
C (-4.07, -1.67, -4.39)
C (-4.70, -0.63, -5.06)
C (-4.18, 0.65, -5.01)
C (-3.02, 0.90, -4.28)
H (0.06, 1.39, -3.29)
H (-0.04, -2.61, -1.13)
H (1.62, -4.32, -1.58)
H (2.99, -4.23, -3.64)
H (2.70, -2.36, -5.23)
H (1.15, -0.54, -4.73)
H (-2.38, -2.26, -3.21)
H (-4.47, -2.68, -4.44)
H (-5.60, -0.83, -5.62)
H (-4.66, 1.46, -5.54)
H (-2.61, 1.91, -4.26)



The following is a DFT calculation (wB97M-V/def2-TZVPD) of a cluster of 2 separate species, C28H31N3O2 in total.

Summary:
- electronic energy (a.u.) = -1400.2253
- spin multiplicity = 1
- Kohn-Sham gap (eV) = 4.98
- HOMO (eV) = -6.22
- energy above the lowest of the compared OMol25 structures with the same formula, charge and spin (kcal/mol) = 96.2

Positions of all 64 atoms, in Å:
C (-6.02, -0.73, 2.83)
N (-4.86, -0.89, 3.70)
C (-5.01, -1.94, 4.70)
C (-3.67, -0.26, 3.49)
C (-3.61, 0.96, 2.75)
C (-2.41, 1.63, 2.63)
C (-1.18, 1.06, 3.05)
C (0.03, 1.77, 2.78)
C (1.32, 1.17, 2.86)
C (2.41, 1.86, 3.45)
C (3.59, 1.21, 3.72)
C (3.79, -0.13, 3.27)
N (4.94, -0.81, 3.56)
C (5.82, -0.45, 4.65)
C (5.30, -2.04, 2.88)
C (2.77, -0.76, 2.51)
C (1.56, -0.13, 2.32)
C (-1.25, -0.16, 3.78)
C (-2.46, -0.77, 4.05)
H (-6.01, 0.25, 2.34)
H (-6.05, -1.52, 2.05)
H (-6.93, -0.82, 3.44)
H (-4.52, -1.65, 5.64)
H (-6.08, -2.08, 4.88)
H (-4.57, -2.89, 4.37)
H (-4.51, 1.40, 2.33)
H (-2.39, 2.63, 2.20)
H (-0.02, 2.86, 2.77)
H (2.28, 2.90, 3.73)
H (4.39, 1.72, 4.26)
H (5.57, 0.53, 5.07)
H (5.77, -1.19, 5.46)
H (6.85, -0.43, 4.29)
H (5.06, -1.97, 1.81)
H (6.38, -2.19, 3.00)
H (4.77, -2.91, 3.30)
H (2.92, -1.77, 2.11)
H (0.78, -0.60, 1.72)
H (-0.33, -0.62, 4.15)
H (-2.50, -1.66, 4.68)
C (-4.41, 2.54, -1.00)
C (-3.45, 3.58, -0.50)
O (-2.20, 2.85, -0.28)
C (-1.22, 3.61, 0.29)
C (0.08, 2.92, 0.26)
C (1.32, 3.66, 0.22)
C (1.36, 5.02, 0.58)
C (2.55, 5.74, 0.48)
C (3.72, 5.10, 0.04)
C (3.70, 3.74, -0.29)
C (2.52, 3.01, -0.19)
C (0.03, 1.59, -0.13)
N (0.03, 0.44, -0.38)
O (-1.46, 4.70, 0.80)
H (-5.42, 2.95, -1.10)
H (-4.09, 2.18, -1.99)
H (-4.44, 1.69, -0.32)
H (-3.27, 4.37, -1.25)
H (-3.81, 4.03, 0.44)
H (0.44, 5.48, 0.92)
H (2.57, 6.80, 0.73)
H (4.65, 5.67, -0.06)
H (4.60, 3.24, -0.65)
H (2.48, 1.95, -0.44)



The following is a DFT calculation (wB97M-V/def2-TZVPD) of an isolated molecule of C28H31N3O5S.

Summary:
- electronic energy (a.u.) = -2023.6639
- spin multiplicity = 1
- Kohn-Sham gap (eV) = 7.54
- structure (SMILES) = NCCCc1c(Cc2ccccc2)c(CCCCS(=O)(=O)O)c(N)c2c1C(=O)N(c1ccccc1)C2=O
- HOMO (eV) = -8.60
- energy above the lowest of the compared OMol25 structures with the same formula, charge and spin (kcal/mol) = 412.6

Positions of all 68 atoms, in Å:
N (2.96, 2.36, -2.70)
C (3.74, 1.14, -2.28)
C (3.41, 0.67, -0.75)
C (2.84, -0.83, -0.64)
C (1.33, -0.92, -0.10)
C (0.07, -0.90, -1.04)
C (0.39, -0.83, -2.63)
C (0.68, -2.37, -3.06)
C (-0.43, -3.44, -2.79)
C (-0.30, -4.95, -3.10)
C (1.03, -5.45, -3.73)
C (2.17, -4.40, -4.02)
C (2.00, -2.87, -3.69)
C (-1.41, -0.95, -0.49)
C (-2.70, -0.89, -1.44)
C (-3.75, 0.27, -1.06)
C (-3.11, 1.56, -0.34)
C (-4.07, 2.85, -0.63)
S (-2.96, 4.25, -1.20)
O (-3.71, 5.53, -0.85)
O (-1.72, 4.25, -0.32)
O (-2.57, 4.17, -2.82)
C (-1.69, -1.07, 1.06)
N (-3.04, -1.15, 1.64)
C (-0.45, -1.13, 1.99)
C (1.02, -1.04, 1.43)
C (2.01, -1.10, 2.67)
O (3.26, -1.18, 2.68)
N (1.07, -1.00, 3.83)
C (1.01, 0.34, 4.49)
C (1.97, 0.66, 5.67)
C (1.90, 2.04, 6.41)
C (0.89, 3.14, 5.99)
C (-0.05, 2.85, 4.79)
C (0.01, 1.47, 4.06)
C (-0.36, -1.29, 3.60)
O (-1.27, -1.61, 4.39)
H (3.09, 3.11, -2.00)
H (1.97, 2.13, -2.84)
H (4.85, 1.47, -2.33)
H (3.55, 0.28, -3.02)
H (4.42, 0.73, -0.20)
H (2.72, 1.48, -0.31)
H (2.94, -1.30, -1.69)
H (3.55, -1.42, 0.05)
H (1.32, -0.18, -2.80)
H (-0.46, -0.36, -3.22)
H (-1.39, -3.07, -2.30)
H (-1.19, -5.62, -2.82)
H (1.17, -6.57, -3.94)
H (3.13, -4.84, -4.46)
H (2.87, -2.15, -3.90)
H (-3.25, -1.90, -1.30)
H (-2.39, -0.87, -2.55)
H (-4.32, 0.55, -2.01)
H (-4.52, -0.19, -0.34)
H (-2.04, 1.72, -0.70)
H (-3.10, 1.38, 0.80)
H (-4.61, 3.10, 0.35)
H (-4.82, 2.62, -1.47)
H (-1.63, 3.93, -2.97)
H (-3.02, -1.63, 2.57)
H (-3.58, -1.82, 1.05)
H (2.72, -0.17, 5.96)
H (2.62, 2.26, 7.27)
H (0.78, 4.16, 6.49)
H (-0.81, 3.62, 4.43)
H (-0.72, 1.34, 3.17)



The lowest energy above the lowest of the compared OMol25 structures with the same formula, charge and spin belongs to which entry? C28H31GeN3PdS3Si



The lowest energy above the lowest of the compared OMol25 structures with the same formula, charge and spin belongs to which entry? C28H31GeN3PdS3Si